Entry 1:
Entry from the Open Molecules 2025 dataset: 2 unconnected molecules or ions with the total composition C2H3INO2 in a non-equilibrium geometry (ωB97M-V with the def2-TZVPD basis set).

Calculated values
* orbital gap (spin up / spin down): 7.2 / 7.3 eV
* relative energy (zero: lowest compared OMol25 entry of this formula, charge and spin): 455.1 kJ/mol
* charge: -1
* total energy: -15805.6813 eV

Cartesian coordinates (Å):
C1 1.69694 -0.36698 0.70545
C2 -1.61919 0.94466 -0.53885
N1 0.51334 -0.40447 0.03415
O1 2.13307 -1.51726 0.50305
O2 2.20385 0.54892 1.37633
I1 -3.12233 -0.00001 0.49188
H1 -0.55608 0.91669 0.00889
H2 -1.77318 0.69645 -1.62604
H3 0.52357 -0.81800 -0.95487

=====

Entry 2:
Entry from the Open Molecules 2025 dataset: C4H10N2S in the gas phase in a non-equilibrium geometry (ωB97M-V with the def2-TZVPD basis set).

Calculated values
* orbital gap: 9.3 eV
* relative energy (zero: lowest compared OMol25 entry of this formula, charge and spin): 330.8 kJ/mol
* SMILES: N[C@@H]1CN[C@@H]1CS
* total energy: -18122.1566 eV

Cartesian coordinates (Å):
N1 0.06532 1.81346 0.13449
C1 -0.55477 0.75433 -0.46753
C2 -1.81873 -0.22410 0.16725
N2 -0.86383 -1.30669 -0.16877
C3 0.19897 -0.57960 -0.55100
C4 1.41181 -0.92859 0.35463
S1 2.94507 0.03325 -0.12380
H1 -0.70973 2.53397 0.24894
H2 0.15168 1.59521 1.15134
H3 -0.81026 0.94245 -1.56677
H4 -2.77260 -0.25099 -0.49650
H5 -2.33969 0.12329 1.25173
H6 -0.74470 -2.17791 0.28687
H7 0.38776 -0.78097 -1.62502
H8 1.07077 -0.84202 1.46432
H9 2.00328 -1.98906 0.39488
H10 2.37964 1.28397 -0.45505

=====

Entry 3:
Entry from the Open Molecules 2025 dataset: 2 unconnected molecules or ions with the total composition C3H5O2 in a non-equilibrium geometry (ωB97M-V with the def2-TZVPD basis set).

Calculated values
* orbital gap: 7.9 eV
* relative energy (zero: lowest compared OMol25 entry of this formula, charge and spin): 146.2 kJ/mol
* charge: +1
* total energy: -7277.2072 eV

Cartesian coordinates (Å):
C1 -2.60568 -1.34807 0.59315
C2 2.22105 1.53230 -0.89117
C3 1.50946 0.54755 -0.15695
O1 2.61394 2.40819 -1.47791
O2 -1.51031 -0.93676 0.23046
H1 -3.07379 -0.77042 1.43074
H2 -3.22787 -2.07934 -0.00634
H3 0.92377 0.89110 0.61738
H4 2.33955 0.00761 0.29246
H5 0.80988 -0.25217 -0.63182

=====

Entry 4:
Entry from the Open Molecules 2025 dataset: a molecular structure, C13H42BF4N12O7 in a non-equilibrium geometry (ωB97M-V with the def2-TZVPD basis set).

Calculated values
* orbital gap: 7.0 eV
* charge: -1
* total energy: -57900.0185 eV

Cartesian coordinates (Å):
B1 0.77161 0.21314 0.76766
F1 1.06832 -0.68385 -0.21405
F2 0.11875 -0.52382 1.68395
F3 1.87931 0.64372 1.39420
F4 0.04568 1.31766 0.25904
C1 -3.99788 -0.38656 -3.22486
C2 -2.94892 0.17998 -2.37253
C3 -1.56598 -0.64628 -2.26432
O1 -1.91075 -1.86281 -1.59091
C4 -1.55870 -1.83071 -0.22227
N1 -2.72344 1.43644 -2.95042
H1 -4.89455 0.23302 -3.23922
H2 -4.19110 -1.32718 -2.70911
H3 -3.74504 -0.50352 -4.27866
H4 -3.45476 0.44914 -1.44529
H5 -0.93347 -0.03249 -1.62299
H6 -1.01390 -0.83991 -3.18400
H7 -2.23281 -1.20053 0.35787
H8 -0.53897 -1.45272 -0.14896
H9 -1.46297 -2.81338 0.23958
H10 -2.30870 1.45704 -3.87111
H11 -3.63034 1.81946 -3.17608
C5 3.31993 -1.40471 1.67468
C6 3.85150 -1.84240 0.33414
C7 3.39659 -3.22454 -0.11496
O2 2.01580 -3.32768 -0.46364
C8 1.69124 -4.47390 -1.28643
N2 3.22010 -0.94307 -0.56093
H12 3.91693 -0.63737 2.16753
H13 3.21630 -2.27315 2.32521
H14 2.27225 -1.15406 1.84090
H15 4.92847 -1.67865 0.29659
H16 3.65517 -3.84597 0.74240
H17 4.08620 -3.43547 -0.93230
H18 0.63725 -4.62161 -1.52181
H19 1.96254 -5.48609 -0.98650
H20 2.31762 -4.36208 -2.17144
H21 3.12262 -0.14660 0.05245
H22 2.27385 -1.25167 -0.73261
C9 0.40318 3.41349 1.24933
O3 -0.17613 3.42034 0.20031
N3 0.50609 4.39873 2.04833
N4 1.01145 2.36399 1.73746
H23 0.23975 5.28515 1.64406
H24 1.14679 4.40576 2.82907
H25 0.74581 1.53909 1.21873
H26 1.74954 2.41065 2.42532
C10 2.45706 2.74494 -0.99454
O4 3.02103 3.70154 -1.46980
N5 2.92137 1.91897 -0.11365
N6 1.24159 2.44592 -1.42552
H27 3.88697 1.86589 0.17773
H28 2.32356 1.26802 0.37520
H29 0.78248 2.94912 -2.17124
H30 0.65368 1.92907 -0.78730
C11 -2.57908 2.49240 -0.32285
O5 -3.70645 2.20076 -0.64804
N7 -1.62793 1.96799 -1.04377
N8 -2.09766 3.23780 0.66540
H31 -0.69402 2.26803 -0.80315
H32 -1.74556 1.48900 -1.92515
H33 -2.82344 3.57195 1.28320
H34 -1.10585 3.38307 0.78919
C12 -2.28111 0.65749 2.31278
O6 -3.31274 0.64210 2.89291
N9 -1.04617 0.53716 2.74628
N10 -2.29367 0.73210 0.99709
H35 -0.29623 0.29503 2.11455
H36 -0.89271 0.35100 3.72704
H37 -1.45173 1.08716 0.56676
H38 -3.18122 0.99514 0.59312
C13 -0.28222 -3.18914 1.22286
O7 -0.26816 -4.34110 1.12196
N11 0.50290 -2.41902 0.63596
N12 -1.19445 -2.58441 1.90910
H39 1.29707 -2.84906 0.18380
H40 0.56364 -1.42309 0.79263
H41 -1.15904 -1.57850 1.99265
H42 -1.89410 -3.12131 2.40136

=====

Entry 5:
Entry from the Open Molecules 2025 dataset: a gas-phase ion, C3H9NS2 (charge -1) in a non-equilibrium geometry (ωB97M-V with the def2-TZVPD basis set).

Calculated values
* orbital gap (spin up / spin down): 6.6 / 5.9 eV
* relative energy (zero: lowest compared OMol25 entry of this formula, charge and spin): 126.5 kJ/mol
* charge: -1
* expectation value of S²: 0.760
* spin multiplicity: 2
* total energy: -26416.4369 eV

Cartesian coordinates (Å):
S1 3.12208 -0.06502 -0.69275
S2 1.65389 1.77011 -0.00949
C1 0.11416 1.10412 -0.94867
C2 -0.81838 0.29817 -0.05221
C3 -0.13343 -0.79472 0.76220
N1 -1.01425 -1.99615 0.79387
H1 0.81524 2.94058 0.36843
H2 -0.37459 2.03631 -1.25244
H3 0.54715 0.53437 -1.76787
H4 -1.40069 0.92070 0.62861
H5 -1.53649 -0.17498 -0.74411
H6 0.81402 -0.99078 0.24173
H7 0.02511 -0.55978 1.81653
H8 -1.29439 -2.17215 -0.16793
H9 -0.51944 -2.85077 1.02410

=====

Entry 6:
Entry from the Open Molecules 2025 dataset: a molecular structure, C4H7ClO in a non-equilibrium geometry (ωB97M-V with the def2-TZVPD basis set).

Calculated values
* orbital gap: 10.2 eV
* relative energy (zero: lowest compared OMol25 entry of this formula, charge and spin): 269.4 kJ/mol
* total energy: -18828.7370 eV

Cartesian coordinates (Å):
C1 -0.65357 -0.66483 -0.92736
C2 -0.52212 -1.55063 0.31292
C3 0.60079 0.22730 0.23025
C4 0.42093 1.74239 0.39762
O1 0.04228 -0.56490 1.22144
Cl1 2.24049 -0.17085 -0.43703
H1 -0.14676 -0.76130 -1.87192
H2 -1.65615 -0.14270 -1.14160
H3 -1.50868 -2.01651 0.71476
H4 0.14269 -2.47588 0.22991
H5 -0.38105 2.18412 -0.07967
H6 1.25553 2.24382 -0.06674
H7 0.16562 1.94997 1.41741